Record 1
DFT (the ωB97M-V functional and the def2-TZVPD basis) results for a single C5H6O molecule.

Its HOMO energy is -9.83 eV. The spin multiplicity is 1.

Last column: Mulliken charge in e.
Geometry (Å):
C: -0.2216 -0.5181 -2.3146  0.248
C: -0.1261 0.0046 -1.2341  -0.892
C: -0.0039 0.5620 0.1204  0.460
C: -0.9916 -0.1050 1.0831  -1.319
C: 1.4441 0.3518 0.5745  -0.126
O: 1.8231 -0.6438 1.1353  -0.448
H: -0.3145 -0.9866 -3.2698  0.427
H: -0.1856 1.6442 0.0744  0.261
H: -2.0187 0.0909 0.7641  0.385
H: -0.8244 -1.1839 1.0994  0.305
H: -0.8553 0.2822 2.0976  0.341
H: 2.1444 1.1805 0.3478  0.358

=====

Record 2
DFT (the ωB97M-V functional and the def2-TZVPD basis) results for 2 unconnected molecules or ions with the total composition C4H10NO3P.

Its HOMO energy (alpha / beta) is -9.21 / -9.24 eV. The spin multiplicity is 1.

Last column: Mulliken charge in e.
Geometry (Å):
C: -0.2479 1.1778 1.4130  -0.968
C: 2.6048 -0.6314 -0.9189  -0.347
C: -1.2594 -0.2258 -1.6136  -0.994
C: -0.5264 -0.3041 1.2728  0.113
N: 2.2006 -1.6249 -0.2480  -0.278
O: -3.0750 -0.2154 0.5564  -0.691
O: 1.1011 -1.5174 0.5984  -0.359
O: -1.7220 -2.2776 0.1223  -0.504
P: -1.7801 -0.7807 0.1029  0.857
H: -0.4192 1.6273 0.4246  0.258
H: 0.8505 1.4317 1.6598  0.309
H: -1.1396 1.4634 2.2635  0.295
H: 3.3607 -0.8318 -1.5991  0.328
H: -0.7936 -2.6325 0.0766  0.411
H: 2.2250 0.4280 -0.7267  0.200
H: -2.2298 -0.1547 -2.1553  0.306
H: -0.8875 0.7992 -1.7098  0.360
H: -0.4319 -0.8774 -2.0231  0.273
H: -0.5901 -0.7847 2.1441  0.431

=====

DFT total energy (computed, Ha): -269.276319, -780.096566
Maximum force (computed, hartree/bohr): 0.0107, 0.0998